Density functional theory data (the ωB97M-V functional and the def2-TZVPD basis) for a molecular structure, C46H35Cl2N5O5SSeTi.

ORCA input file:
```
! RIJCOSX wB97M-V def2-TZVPD def2/J DEFGRID3
* xyz -2 3
Ti 1.74662 0.21215 -0.57547
C 1.22989 -3.80909 -0.56040
C 0.03574 -3.30480 -1.31140
C -1.10978 -4.08107 -1.36060
C -2.20680 -3.69045 -2.10458
C -2.14005 -2.52498 -2.84082
C -1.01216 -1.71693 -2.80747
C -0.95307 -0.50861 -3.69162
C 0.07283 -2.07501 -1.99418
N 1.23064 -1.26441 -1.93047
C 2.25326 -1.64959 -2.71276
O 2.23734 -2.58694 -3.51917
C 3.48061 -0.82159 -2.50432
C 4.71371 -1.09774 -3.06161
C 5.81986 -0.33205 -2.68672
C 5.65298 0.66481 -1.72533
C 4.39372 0.91041 -1.21917
N 3.31357 0.21230 -1.64761
C 4.10118 1.86758 -0.11346
O 4.95466 2.65586 0.30493
N 2.83389 1.73605 0.33048
C 2.52337 2.30139 1.57558
C 3.20880 1.90806 2.74114
C 4.34050 0.92642 2.70003
C 2.83550 2.43903 3.96813
C 1.81041 3.35988 4.07064
C 1.16280 3.77477 2.92116
C 1.50470 3.26377 1.67970
C 0.79014 3.75062 0.45688
H 0.95655 -4.63480 0.09792
H 1.67518 -3.01354 0.03081
H 1.99054 -4.15525 -1.26358
H -1.13057 -5.01748 -0.82002
H -3.09546 -4.30500 -2.13118
H -2.97175 -2.24241 -3.47253
H -1.83614 0.11709 -3.55949
H -0.90480 -0.81554 -4.73780
H -0.06570 0.08202 -3.47203
H 4.79782 -1.92285 -3.75375
H 6.79284 -0.53410 -3.11145
H 6.48712 1.22928 -1.33677
H 4.28695 0.29826 1.81232
H 4.32893 0.29315 3.58829
H 5.28776 1.46714 2.65524
H 3.35015 2.10077 4.85963
H 1.53005 3.76966 5.03396
H 0.37161 4.51134 2.98622
H 0.42701 4.77036 0.58741
H -0.06328 3.10419 0.23648
H 1.46553 3.72616 -0.40006
Cl 2.41211 -3.28465 5.78304
C 2.44582 -2.60671 4.18203
C 3.44568 -3.03417 3.32654
C 3.45082 -2.48221 2.04985
Cl 4.67156 -2.97498 0.91890
C 2.52990 -1.53453 1.61831
O 2.60391 -1.03384 0.40543
C 1.49811 -1.11369 2.53036
C 0.61852 -0.09758 2.18083
O 0.38534 0.26973 0.82225
C 1.48634 -1.68842 3.82348
H 4.19143 -3.75139 3.62296
H -0.19740 0.19011 2.83362
H 0.69861 -1.40431 4.50632
Se 2.19330 2.38171 -2.64884
N 0.75693 1.64927 -1.80447
C -0.34820 2.33159 -2.21503
C -1.67143 2.07181 -1.84957
C -2.69641 2.85485 -2.35576
C -2.44134 3.89397 -3.24379
C -1.15296 4.16747 -3.64648
C -0.09194 3.40084 -3.14891
N 1.18712 3.59526 -3.50336
H -1.89523 1.24573 -1.18923
H -3.71566 2.63845 -2.06631
H -3.25570 4.49261 -3.62858
H -0.93998 4.95479 -4.35429
C -8.19295 -1.18609 0.01639
C -8.69472 -1.35665 1.42208
O -9.78508 -1.80230 1.71710
S -7.61265 -0.80805 2.73561
C -6.00208 -0.67471 1.97816
C -5.55827 0.55413 1.49396
C -4.28422 0.67322 0.99285
C -3.40561 -0.42793 0.99860
C -3.88732 -1.67488 1.43330
C -5.16654 -1.79042 1.92177
C -2.04420 -0.25973 0.73555
C -0.85480 -0.07071 0.55187
H -8.49165 -2.05478 -0.56777
H -7.11355 -1.05948 -0.02925
H -8.66925 -0.30363 -0.41616
H -6.22101 1.40791 1.53705
H -3.94127 1.62901 0.62624
H -3.22574 -2.52933 1.41522
H -5.52354 -2.74558 2.27697
*
```

## Properties
**Largest force on an atom**: 4.73 eV/A
**Highest occupied orbital energy (spin up / spin down)**: -0.93 / -0.98 eV
**Kohn-Sham gap (spin up / spin down)**: 4.49 / 4.54 eV
**Energy**: -190301.61132 eV